96
Properties=species:S:1:pos:R:3:forces:R:3 method="wB97M-V/def2-TZVPD" gap_ev=8.52 homo_energy_ev=-8.42 relative_energy_kcal_mol=5.4 total_energy_ha=-37427.0773 smiles=c1cc[nH]c1.c1cc[nH]c1.c1cc[nH]c1.c1cc[nH]c1.BrCCBr.BrCCBr.BrCCBr.BrCCBr.BrCCBr.BrCCBr.BrCCBr total_charge=0
N 0.25154 1.17839 -0.06980 2.2 -0.2 0.1
C -0.58863 1.02426 0.99149 1.5 0.1 -0.1
C 0.20977 0.89527 2.13668 -2.0 0.2 -0.6
C 1.52518 1.02989 1.74767 1.1 -0.2 -2.2
C 1.56944 1.13542 0.35551 -0.2 0.8 0.4
H 0.09627 1.38822 -1.03782 -0.8 -0.1 0.0
H -1.59329 0.93830 0.70432 -1.4 -0.1 0.5
H -0.13802 0.68742 3.12929 -0.2 0.2 0.3
H 2.40018 1.06341 2.32995 0.7 -0.2 0.8
H 2.41521 1.34706 -0.33556 -0.9 -0.3 0.7
N 6.66682 1.19125 0.71324 -0.8 0.8 1.8
C 6.21181 1.58887 1.98658 0.2 -0.3 -1.1
C 5.09863 2.37036 1.83072 -0.4 0.8 0.5
C 4.86177 2.43314 0.45189 0.6 -0.2 -0.7
C 5.82019 1.75631 -0.21155 1.3 -1.0 0.5
H 7.39774 0.51036 0.57183 -0.2 0.2 -0.2
H 6.71884 1.29853 2.87558 0.3 -0.2 0.3
H 4.55800 3.03947 2.52369 0.5 -1.0 -0.1
H 4.15872 2.89143 -0.15445 -1.6 1.3 -0.3
H 6.04289 1.71991 -1.24704 0.0 -0.3 -0.7
N -3.47820 3.37139 0.30621 0.2 -0.3 0.0
C -3.24917 4.06686 1.45919 1.3 -0.8 1.1
C -4.47202 4.22396 2.07034 0.0 0.2 -1.1
C -5.46023 3.70351 1.19700 -1.6 -1.0 -0.3
C -4.79188 3.09077 0.13164 -0.7 1.6 1.8
H -2.79410 3.03187 -0.31817 0.9 -0.2 -0.5
H -2.21165 4.12085 1.92209 -1.6 0.3 -1.0
H -4.62839 4.73701 2.97561 -0.2 0.4 0.9
H -6.59417 3.69477 1.33359 2.0 0.0 -0.1
H -5.17462 2.56260 -0.69815 -0.2 -0.3 -0.6
N -0.53701 -2.05628 1.46306 -0.9 -1.4 0.2
C -1.53850 -2.99687 1.53317 -0.7 -0.6 1.1
C -1.16540 -4.14015 0.87639 1.6 0.1 -0.2
C 0.20976 -3.87041 0.43017 -1.3 -2.0 -0.8
C 0.51478 -2.63207 0.80558 1.4 1.9 0.6
H -0.49336 -1.30499 2.11992 0.3 0.4 -0.1
H -2.40194 -2.85583 2.20628 0.5 0.1 -0.7
H -1.65456 -5.11518 0.78472 0.0 0.7 0.1
H 0.85988 -4.51974 -0.15695 -0.3 0.2 0.3
H 1.46310 -2.10878 0.73757 -0.2 0.1 -0.1
Br 0.66088 -1.84937 5.03770 0.2 -0.9 -0.4
C 1.40157 -3.63667 4.47749 -0.6 -0.7 1.3
C 2.71076 -3.42468 3.77769 -0.1 -0.5 0.6
Br 3.47694 -5.21855 3.57800 0.1 0.3 -0.2
H 0.64761 -4.22140 3.91054 0.4 0.8 0.1
H 1.58034 -4.20355 5.44190 -0.3 0.9 -1.1
H 3.35721 -2.88181 4.45192 0.4 0.1 -0.2
H 2.64191 -2.95227 2.81450 0.0 0.0 -0.3
Br -4.88766 -3.04034 -3.13723 0.1 0.0 0.1
C -5.59711 -2.82867 -1.33339 -2.2 0.6 -0.8
C -4.57327 -2.92216 -0.29762 3.0 -1.2 -0.5
Br -3.43049 -1.34630 -0.30911 -0.1 0.5 -0.3
H -6.39919 -3.59499 -1.28109 0.7 0.4 0.3
H -6.07594 -1.82291 -1.31978 0.2 -0.8 0.0
H -3.85479 -3.77312 -0.47769 -0.7 0.8 0.0
H -4.82989 -3.00615 0.72124 -1.1 0.0 1.0
Br -5.43969 -0.72154 3.44015 -0.9 -0.5 0.0
C -3.80127 0.24192 3.58934 -0.1 0.5 1.8
C -3.97863 1.32964 4.68968 1.8 1.1 -2.1
Br -2.14047 1.93878 5.31033 -0.9 -0.4 -0.4
H -3.64368 0.58650 2.60980 0.5 0.9 -1.0
H -3.04094 -0.48596 3.84097 0.1 0.0 0.2
H -4.44135 0.97389 5.55489 -0.7 -0.6 1.2
H -4.43274 2.28485 4.34011 0.2 -1.0 0.1
Br 5.75947 2.01801 -4.25379 1.4 -0.4 -0.4
C 4.07007 2.40761 -3.54691 -2.0 0.0 -1.3
C 3.10393 2.65052 -4.74657 0.2 0.1 -0.5
Br 1.24361 2.76157 -4.03456 0.6 0.1 -0.3
H 4.16197 3.33969 -3.00711 -0.2 -0.2 0.5
H 3.70270 1.53972 -2.99480 0.2 0.4 0.3
H 3.06092 1.83494 -5.53279 0.3 0.9 1.2
H 3.34983 3.63347 -5.23445 -0.5 -1.0 0.5
Br -6.59087 1.31264 -4.96928 -0.6 0.3 0.0
C -4.84499 0.75364 -4.41685 0.8 -0.8 0.2
C -4.24503 1.79541 -3.46919 -0.7 0.5 -0.5
Br -2.32255 1.67968 -3.13505 -0.4 -0.1 0.0
H -4.28785 0.69133 -5.35379 0.1 -0.1 0.3
H -5.00261 -0.26194 -3.99774 0.5 0.8 -0.1
H -4.75067 1.84474 -2.51247 0.1 -0.4 0.1
H -4.38440 2.77701 -3.92003 0.2 0.0 0.0
Br 7.37042 -1.13758 -1.67555 0.4 0.0 -0.5
C 5.50602 -1.56124 -1.96097 -0.1 1.1 -1.7
C 4.81553 -1.48689 -0.67807 -1.3 0.4 1.1
Br 5.35521 -2.91389 0.47979 -0.1 -0.3 0.6
H 5.43720 -2.48392 -2.51481 0.1 -0.6 0.4
H 5.05718 -0.83534 -2.67284 0.5 0.0 0.5
H 3.73864 -1.54344 -0.78318 -0.3 -0.5 -0.3
H 4.93248 -0.53176 -0.16059 0.5 -0.2 -0.1
Br 2.25996 -1.36652 -4.42089 -0.3 0.1 0.6
C 1.14986 -0.84173 -2.85003 0.4 1.3 -0.8
C -0.33002 -1.01398 -3.10282 0.8 1.3 -0.3
Br -0.74267 -2.82316 -3.45181 -0.5 -0.6 0.0
H 1.47155 0.22705 -2.74608 -0.7 -0.9 0.1
H 1.45767 -1.40311 -2.00611 0.5 -0.7 0.7
H -0.58623 -0.38952 -3.94905 -0.2 -0.3 -0.4
H -0.91185 -0.58876 -2.28340 0.1 -0.6 0.3

=====

89
Properties=species:S:1:pos:R:3:forces:R:3 method="wB97M-V/def2-TZVPD" gap_ev=5.46 homo_energy_ev=-1.71 relative_energy_kcal_mol=9.8 total_energy_ha=-7890.8732 total_charge=-2
Cd -0.54627 0.29328 -2.91061 -0.3 0.7 0.0
C -2.85454 0.21625 4.90807 0.0 0.0 0.0
C -1.53744 -0.31993 4.32442 -0.1 0.0 0.0
C -0.74298 -1.02808 5.43116 0.1 0.0 0.0
C -0.70882 0.86377 3.82248 0.0 0.0 0.0
C -1.86616 -1.29843 3.19424 0.0 0.1 0.0
C -2.48918 -2.52638 3.48630 0.0 -0.1 0.0
C -2.86176 -3.41205 2.49068 0.0 0.1 0.0
C -2.59640 -3.06955 1.16663 -0.1 0.0 0.0
S -2.96627 -3.91202 -0.29715 0.1 0.0 -0.1
C -2.22238 -2.57260 -1.23061 -0.1 -0.2 0.0
N -1.76498 -1.63105 -0.49478 0.1 0.3 0.1
C -1.96873 -1.86094 0.85502 0.0 -0.1 -0.1
C -1.61587 -0.97544 1.87229 0.0 0.1 -0.1
C -2.21029 -2.61560 -2.70533 0.0 0.1 -0.3
C -2.76137 -3.75172 -3.31913 0.0 0.1 0.2
C -2.84930 -3.84588 -4.69227 0.0 0.0 0.0
C -2.37600 -2.79188 -5.46531 0.0 0.0 0.0
C -1.81041 -1.68472 -4.85494 0.0 0.1 0.0
C -1.69999 -1.53936 -3.46382 0.0 -0.4 0.3
H -2.65691 0.92575 5.71954 0.0 0.0 0.0
H -3.47020 -0.59547 5.30297 0.0 0.0 0.0
H -3.42559 0.72992 4.13025 0.0 0.0 0.1
H -0.46505 -0.30690 6.20753 0.0 -0.1 0.0
H 0.17428 -1.46349 5.02585 -0.1 0.0 0.0
H -1.32214 -1.82402 5.90506 0.0 0.0 0.0
H -0.49748 1.54022 4.65610 0.0 0.0 0.0
H -1.22964 1.43290 3.04856 0.0 0.0 0.1
H 0.24420 0.52789 3.40162 -0.1 0.1 0.0
H -2.70507 -2.79135 4.51588 0.0 0.0 0.0
H -3.35754 -4.34461 2.73609 0.0 0.0 0.0
H -1.18055 -0.03065 1.57284 0.1 -0.1 0.0
H -3.12941 -4.56945 -2.70613 0.0 0.0 -0.1
H -3.28562 -4.72253 -5.15609 0.0 0.0 0.0
H -2.45032 -2.84004 -6.54741 0.0 0.0 0.0
H -1.43803 -0.88729 -5.48802 0.0 0.0 0.0
O -1.01001 5.29943 -4.11587 0.0 0.0 0.0
C -0.92407 4.50876 -2.93207 -0.1 0.1 0.0
C -2.29296 3.93275 -2.52777 0.0 0.2 0.1
C -3.17548 5.11855 -2.10287 0.0 -0.1 0.1
O -2.82781 5.70437 -0.83799 -0.1 0.0 -0.1
C -2.21971 2.89515 -1.38146 0.1 -0.1 0.0
Se -0.43229 2.25804 -0.84001 0.1 -0.7 -0.1
C -2.96242 3.29345 -3.74430 0.1 -0.2 -0.2
Se -1.77907 2.11204 -4.79304 0.1 -0.1 0.0
H -1.08638 4.64488 -4.83301 0.1 0.0 0.1
H -0.52736 5.15450 -2.14184 0.0 0.0 0.0
H -0.21695 3.69918 -3.06508 0.1 -0.1 0.0
H -4.21497 4.79076 -2.01374 0.0 0.0 0.1
H -3.11708 5.87654 -2.89004 0.0 0.0 0.0
H -1.87926 5.58921 -0.71494 0.0 0.0 0.0
H -2.76697 1.99984 -1.67210 -0.1 0.1 0.0
H -2.68354 3.28965 -0.48102 0.0 0.1 0.0
H -3.32316 4.06620 -4.42456 0.0 0.0 0.0
H -3.82528 2.70859 -3.42604 -0.1 0.1 0.1
C 4.04046 -4.41243 1.91549 0.1 0.0 0.0
Si 2.71016 -3.13077 1.50975 0.0 -0.1 0.1
C 1.16651 -4.03817 0.94378 0.0 0.0 -0.1
C 2.32081 -2.17614 3.07970 0.0 0.1 0.0
C 3.31632 -1.95298 0.19698 -0.1 -0.2 -0.1
Te 1.68348 -0.59008 -0.25303 0.2 0.1 0.3
C 2.67898 1.07681 0.68531 -0.1 0.0 -0.1
Si 3.92546 1.91880 -0.43344 0.1 0.0 0.0
C 5.17050 0.69120 -1.11464 0.1 -0.1 0.0
C 4.86041 3.14933 0.65878 0.0 0.1 0.0
C 3.09615 2.82672 -1.82410 0.0 0.0 0.0
H 3.72513 -5.07210 2.73239 0.0 0.0 -0.1
H 4.97580 -3.92669 2.21536 -0.1 0.0 0.0
H 4.25286 -5.03588 1.03964 0.0 0.1 0.1
H 0.54455 -4.33628 1.79370 0.0 0.0 0.0
H 1.40761 -4.93321 0.36070 0.0 0.1 0.0
H 0.55737 -3.38205 0.31095 0.0 -0.1 0.1
H 1.97234 -2.84030 3.87844 0.0 0.0 -0.1
H 1.52536 -1.45450 2.86418 0.1 -0.1 0.0
H 3.19516 -1.62639 3.44809 -0.1 0.0 0.0
H 3.59861 -2.45759 -0.73250 0.0 0.1 0.1
H 4.16460 -1.34716 0.52608 -0.1 -0.1 0.0
H 3.10978 0.71250 1.62273 0.0 0.0 0.0
H 1.87373 1.77720 0.92602 0.0 0.0 0.0
H 5.68995 0.14443 -0.31929 0.0 0.1 -0.1
H 5.92360 1.21441 -1.71391 -0.1 0.0 0.0
H 4.66654 -0.03231 -1.76457 0.0 0.1 0.0
H 5.33965 2.64212 1.50454 0.0 0.0 -0.1
H 4.16588 3.89491 1.06356 0.1 -0.1 0.0
H 5.63767 3.68192 0.09777 -0.1 0.0 0.0
H 2.60303 2.12536 -2.50505 0.0 0.1 0.0
H 3.81541 3.41457 -2.40581 0.0 -0.1 0.1
H 2.32764 3.49737 -1.42939 0.0 0.0 -0.1
I 1.86745 -0.28303 -4.38240 0.1 0.0 -0.1